A molecular structure, C29H46BrN9O4PbS2, computed with ωB97M-V/def2-TZVPD.

Output
Relative energy (zero: lowest compared OMol25 entry of this formula, charge and spin) ... 3.5 kJ/mol
Total energy ... -5489.8000 Eh

```
! RIJCOSX wB97M-V def2-TZVPD def2/J DEFGRID3
* xyz 0 1
Pb -1.84034 0.27243 -1.21108
N -3.78676 0.55110 0.52982
C -4.54755 -0.68863 0.77168
C -5.41377 -1.09880 -0.41452
C -4.64814 -1.66494 -1.61074
O -4.89997 -2.79111 -2.01385
O -3.75820 -0.88020 -2.12725
H -3.35706 0.88420 1.38783
H -4.40485 1.28391 0.19581
H -5.18909 -0.58502 1.65188
H -3.83279 -1.48425 0.99883
H -5.99435 -0.23487 -0.75553
H -6.11991 -1.85796 -0.08232
C 3.29292 1.36345 5.73927
C 3.13208 -0.01925 5.09226
C 4.51951 -0.63479 4.86508
C 2.36460 -0.91599 6.06362
C 2.40972 0.12457 3.75541
C 1.20067 -0.48310 3.47841
C 0.60904 -0.29660 2.23871
Br -1.07665 -1.14915 1.93642
C 1.13922 0.47814 1.19856
O 0.49750 0.63326 0.07188
C 2.39759 1.09847 1.49282
C 2.97156 0.90307 2.73652
C 3.09041 1.94705 0.42454
C 4.41264 2.54763 0.91443
C 3.43025 1.06202 -0.78657
C 2.19511 3.13057 0.01984
H 3.81676 1.27836 6.69430
H 2.31839 1.82039 5.92179
H 3.86619 2.03801 5.10141
H 5.04808 -0.73894 5.81569
H 5.13128 -0.01435 4.20881
H 4.43492 -1.62263 4.40892
H 2.91599 -0.99546 7.00211
H 2.23768 -1.92435 5.66489
H 1.37699 -0.51014 6.29203
H 0.69857 -1.10402 4.20624
H 3.91865 1.38277 2.93952
H 5.13009 1.77857 1.20597
H 4.26642 3.22401 1.75915
H 4.85987 3.12432 0.10229
H 4.23631 0.37244 -0.52697
H 3.76852 1.67682 -1.62459
H 2.58019 0.46305 -1.10585
H 2.04189 3.78837 0.88033
H 1.22337 2.81189 -0.34658
H 2.68243 3.71660 -0.76351
N -1.09601 2.75468 1.60482
C -1.44009 3.46231 0.48954
N -1.83114 2.88462 -0.61077
C -2.13020 3.81135 -1.58831
C -1.99394 5.10530 -1.21519
S -1.43340 5.18989 0.41572
C -2.56219 3.30090 -2.89146
C -2.74230 4.01493 -4.02461
S -3.27060 2.97214 -5.29873
C -3.20244 1.62567 -4.20613
N -2.82032 1.94728 -2.99490
N -3.48259 0.36222 -4.58192
H -0.66380 1.86286 1.37523
H -0.59075 3.25396 2.31952
H -2.19356 5.99719 -1.78316
H -2.58488 5.06599 -4.19294
H -3.92668 0.21086 -5.46966
H -3.67891 -0.29970 -3.82018
O 0.41536 1.35648 -2.48343
H 1.07846 1.02187 -3.09434
H 0.74944 1.15169 -1.57734
C -1.01939 -2.46502 -3.29916
N -0.82494 -2.29903 -1.84862
C 0.61437 -2.37759 -1.55403
N 1.19169 -3.64375 -2.00054
C 0.95293 -3.77293 -3.44045
N -0.47098 -3.73131 -3.77948
C -1.14676 -4.81628 -3.05702
N -0.95949 -4.71269 -1.60776
C -1.50076 -3.42525 -1.17388
C 0.47557 -4.73100 -1.32361
H -0.52483 -1.63835 -3.81870
H -2.09011 -2.42585 -3.50579
H 0.76085 -2.26225 -0.47815
H 1.12343 -1.55120 -2.05681
H 1.37057 -4.72146 -3.78416
H 1.46513 -2.95845 -3.95827
H -0.74440 -5.77147 -3.40073
H -2.21446 -4.77930 -3.27854
H -1.35397 -3.32055 -0.09715
H -2.56622 -3.38822 -1.40708
H 0.89063 -5.68566 -1.65333
H 0.62568 -4.63575 -0.24624
*
```

Atom charges from the Mulliken analysis, given in e for atoms 1 to 2: atom 1 (Pb): 1.371, atom 2 (N): -0.310